Model 1:
A 2-piece molecular cluster, C3H10OS2 overall, computed with the ωB97M-V functional and the def2-TZVPD basis.

Last columns: bonded neighbours and bond lengths (Å).
Element x y z (Å)
1 S 4.16120 2.85405 -3.48383  S2 2.077, H7 1.351
2 S 4.41506 1.88598 -1.66391  S1 2.077, C6 1.975
3 O -3.41779 -1.56725 2.38790  C5 1.451, H8 1.005
4 C -3.41417 -2.82926 0.47725  C5 1.448, H9 1.165, H10 1.176, H14 1.120
5 C -2.95434 -1.56547 1.01303  O3 1.451, C4 1.448, H11 1.160, H13 1.093
6 C 4.05958 3.18151 -0.21650  S2 1.975, H12 1.051, H15 1.118, H16 1.137
7 H 3.90375 1.80072 -4.29030  S1 1.351
8 H -2.86270 -1.98924 3.11175  O3 1.005
9 H -4.54653 -2.98078 0.70432  C4 1.165
10 H -3.28319 -3.03037 -0.67421  C4 1.176
11 H -1.80211 -1.64532 0.90592  C5 1.160
12 H 4.99569 3.33311 0.23602  C6 1.051
13 H -3.31000 -0.71626 0.42376  C5 1.093
14 H -2.94534 -3.68757 1.02385  C4 1.120
15 H 3.35775 2.75496 0.54221  C6 1.118
16 H 3.64314 4.20120 -0.49727  C6 1.137

For the orbital gap, the calculation gives 8.8 eV. Its multiplicity is 1.

Model 2:
A 3-piece molecular cluster, C3H10OS2 overall, computed with the ωB97M-V functional and the def2-TZVPD basis.

Last columns: bonded neighbours and bond lengths (Å).
Element x y z (Å)
1 S -0.20835 -2.30147 0.97065  C5 1.773
2 S -0.91068 1.16070 -1.43827  C4 1.759
3 O 0.28969 1.83234 1.42541  H7 0.972, H8 0.969
4 C -2.07658 0.36780 -0.38731  S2 1.759, H12 1.099, H13 1.100, H16 1.134
5 C 1.02238 -1.13556 0.45081  S1 1.773, C6 1.512, H10 1.131, H11 1.094
6 C 1.46339 -0.90826 -0.97763  C5 1.512, H9 1.101, H14 1.088, H15 1.087
7 H -0.24565 1.79278 0.61542  O3 0.972
8 H 0.24213 2.73018 1.78789  O3 0.969
9 H 2.27831 -1.60130 -1.23614  C6 1.101
10 H 0.66078 -0.14524 0.85917  C5 1.131
11 H 1.89366 -1.26301 1.09986  C5 1.094
12 H -2.87973 1.10735 -0.25820  C4 1.099
13 H -2.52587 -0.57314 -0.73681  C4 1.100
14 H 1.85644 0.10521 -1.01833  C6 1.088
15 H 0.72343 -1.17962 -1.72588  C6 1.087
16 H -1.58336 0.01124 0.56936  C4 1.134

For the orbital gap, the calculation gives 4.1 eV. Its multiplicity is 1.

List of relative energies, unit eV: model 1 0.000; model 2 2.866

Model 1:
A 8-piece molecular cluster, C23H24F7O23 overall, computed with the ωB97M-V functional and the def2-TZVPD basis.

Last columns: bonded neighbours and bond lengths (Å).
Element x y z (Å)
1 F 10.75522 -11.15069 6.37793  C47 1.365
2 F 5.43750 -8.98181 14.42880  C36 1.371
3 F 9.80443 -6.76452 14.55811  C50 1.381
4 F 13.38691 -7.00883 11.98124  C40 1.370
5 F 3.47054 -13.31196 9.44409  C41 1.339
6 F 9.33185 -11.93297 13.07058  C42 1.359
7 F 5.55541 -3.13369 9.99020  C31 1.379
8 O 6.08744 -10.66859 13.08849  C36 1.398, C46 1.365
9 O 9.62856 -9.06191 10.85249  C37 1.261
10 O 3.50754 -12.78911 7.22084  C41 1.423, C52 1.354
11 O 6.46071 -2.49988 11.95191  C31 1.402, C49 1.367
12 O 4.05893 -10.25306 12.28988  C33 1.429, C46 1.349
13 O 3.52530 -11.47145 5.40061  C52 1.181
14 O 4.56981 -10.83455 7.29411  C44 1.433, C52 1.358
15 O 7.46428 -12.77869 10.37458  C32 1.429, C51 1.361
16 O 5.32478 -4.31695 12.57167  C34 1.420, C49 1.363
17 O 8.47415 -13.71574 12.11297  C42 1.409, C51 1.358
18 O 11.36032 -8.14236 7.65924  C39 1.431, C45 1.349
19 O 13.89802 -9.78105 11.47007  C38 1.450, C43 1.355
20 O 12.51695 -9.98514 7.19331  C45 1.371, C47 1.390
21 O 14.90854 -9.58587 9.46657  C43 1.185
22 O 13.22688 -8.19066 10.07260  C40 1.400, C43 1.363
23 O 5.20706 -2.44109 13.83176  C49 1.180
24 O 13.43457 -7.96222 6.79888  C45 1.179
25 O 11.49524 -9.88777 16.77920  C53 1.185
26 O 9.73034 -9.91554 15.38727  C48 1.425, C53 1.348
27 O 4.71869 -12.38541 12.58771  C46 1.178
28 O 11.31664 -8.37760 15.11342  C50 1.398, C53 1.362
29 O 8.50503 -7.38264 11.80205  C37 1.252
30 O 6.97530 -14.90932 10.89752  C51 1.182
31 C 6.55788 -3.41526 10.89432  F7 1.379, O11 1.402, C34 1.504, H66 1.084
32 C 8.30788 -11.75634 10.90747  O15 1.429, C42 1.535, H71 1.086, H74 1.085
33 C 4.82555 -9.05430 12.16144  O12 1.429, C36 1.530, H63 1.093, H77 1.087
34 C 6.28602 -4.71331 11.60446  O16 1.420, C31 1.504, H57 1.095, H69 1.088
35 C 7.63347 -8.30763 9.78230  C37 1.532, H60 1.093, H64 1.093, H72 1.087
36 C 5.93705 -9.28256 13.18774  F2 1.371, O8 1.398, C33 1.530, H62 1.089
37 C 8.66523 -8.25035 10.91391  O9 1.261, O29 1.252, C35 1.532
38 C 12.64438 -9.26454 11.98353  O19 1.450, C40 1.519, H56 1.085, H58 1.086
39 C 10.40714 -9.20802 7.70641  O18 1.431, C47 1.518, H54 1.090, H55 1.093
40 C 12.61232 -7.90900 11.29896  F4 1.370, O22 1.400, C38 1.519, H59 1.086
41 C 4.19846 -12.76055 8.46504  F5 1.339, O10 1.423, C44 1.525, H67 1.093
42 C 9.21531 -12.54365 11.86256  F6 1.359, O17 1.409, C32 1.535, H68 1.088
43 C 14.11160 -9.21029 10.25939  O19 1.355, O21 1.185, O22 1.363
44 C 4.44557 -11.26787 8.65396  O14 1.433, C41 1.525, H70 1.091, H75 1.085
45 C 12.52193 -8.61445 7.16254  O18 1.349, O20 1.371, O24 1.179
46 C 4.91874 -11.22605 12.65640  O8 1.365, O12 1.349, O27 1.178
47 C 11.23446 -10.45479 7.45059  F1 1.365, O20 1.390, C39 1.518, H76 1.090
48 C 9.22182 -9.02861 14.39509  O26 1.425, C50 1.527, H61 1.088, H65 1.088
49 C 5.61470 -3.02398 12.88969  O11 1.367, O16 1.363, O23 1.180
50 C 10.32753 -7.99233 14.20390  F3 1.381, O28 1.398, C48 1.527, H73 1.081
51 C 7.56105 -13.90890 11.12666  O15 1.361, O17 1.358, O30 1.182
52 C 3.83240 -11.67508 6.52289  O10 1.354, O13 1.181, O14 1.358
53 C 10.89669 -9.43543 15.86192  O25 1.185, O26 1.348, O28 1.362
54 H 9.90704 -9.15376 8.67296  C39 1.090
55 H 9.64694 -9.08672 6.92991  C39 1.093
56 H 11.83947 -9.90629 11.63938  C38 1.085
57 H 7.20248 -5.10198 12.06096  C34 1.095
58 H 12.79844 -9.14423 13.05202  C38 1.086
59 H 11.61850 -7.49012 11.17304  C40 1.086
60 H 8.07884 -7.74569 8.95781  C35 1.093
61 H 8.33181 -8.55324 14.80138  C48 1.088
62 H 6.81236 -8.66640 12.98667  C36 1.089
63 H 5.22755 -8.96253 11.14888  C33 1.093
64 H 7.45938 -9.32430 9.42158  C35 1.093
65 H 9.01462 -9.48839 13.43078  C48 1.088
66 H 7.49128 -3.32381 10.34994  C31 1.084
67 H 5.13036 -13.31252 8.31926  C41 1.093
68 H 10.20271 -12.71519 11.43854  C42 1.088
69 H 5.93244 -5.50649 10.94907  C34 1.088
70 H 3.54356 -10.78245 9.03027  C44 1.091
71 H 8.87507 -11.28876 10.10789  C32 1.086
72 H 6.67839 -7.87668 10.07102  C35 1.087
73 H 10.70099 -7.86296 13.19784  C50 1.081
74 H 7.71438 -10.99686 11.40520  C32 1.085
75 H 5.32270 -11.11857 9.27561  C44 1.085
76 H 11.26950 -11.13787 8.29914  C47 1.090
77 H 4.18260 -8.18891 12.30149  C33 1.087

As for the total charge: -1. For the orbital gap, the calculation gives 9.6 eV. Its multiplicity is 1.

Model 2:
A 8-piece molecular cluster, C23H24F7O23 overall, computed with the ωB97M-V functional and the def2-TZVPD basis.

Last columns: bonded neighbours and bond lengths (Å).
Element x y z (Å)
1 F 3.11082 0.56768 2.84191  C35 1.358
2 F -0.32493 -2.41060 2.67548  C45 1.279
3 F -3.38305 -2.48029 -0.57749  C34 1.307
4 F -3.69133 0.87599 2.48119  C47 1.356
5 F 2.44933 -2.09469 -1.99916  C52 1.352
6 F -3.22231 3.65102 -0.17764  C36 1.335
7 F 2.27097 -0.57505 -3.65836  C43 1.269
8 O 0.62742 0.82775 -3.37663  C33 1.297, C43 1.388
9 O -1.15417 3.58225 4.15740  C48 1.214
10 O -0.68433 -0.84844 -3.24399  C33 1.377, C53 1.387
11 O 3.95754 -3.14508 0.31035  C41 1.420, C51 1.368
12 O -1.55857 1.17837 -3.86416  C33 1.210
13 O 3.25619 -5.36486 0.34424  C51 1.218
14 O 1.58780 2.10562 2.16075  C35 1.410, C44 1.384
15 O -3.26962 0.29724 -0.32413  C32 1.278, C37 1.428
16 O -0.14468 -4.73986 0.97053  C31 1.327, C40 1.405
17 O 2.26574 2.32788 0.07111  C38 1.392, C44 1.358
18 O -2.19206 2.98640 -2.00365  C36 1.412, C46 1.315
19 O -1.90364 3.94242 -4.03172  C46 1.238
20 O 0.73962 3.84558 0.90399  C44 1.214
21 O -2.09426 -0.90833 -1.56483  C32 1.265, C34 1.435
22 O -2.37173 2.64265 2.37667  C47 1.365, C48 1.391
23 O -1.19287 1.32015 3.66251  C42 1.354, C48 1.381
24 O -0.18193 -1.00262 0.50080  C49 1.251
25 O -1.17322 4.93252 -2.05829  C46 1.374, C50 1.396
26 O 1.41748 -5.99565 1.90934  C31 1.201
27 O 1.77366 -0.38855 -0.26979  C49 1.253
28 O 1.38121 -3.74343 2.13172  C31 1.316, C45 1.406
29 O 2.02924 -3.72516 -0.56312  C51 1.335, C52 1.408
30 O -2.69895 0.98289 -2.41547  C32 1.235
31 C 0.96176 -4.90775 1.68298  O16 1.327, O26 1.201, O28 1.316
32 C -2.68076 0.20682 -1.45508  O15 1.278, O21 1.265, O30 1.235
33 C -0.61235 0.49117 -3.55432  O8 1.297, O10 1.377, O12 1.210
34 C -2.31756 -1.74056 -0.41790  F3 1.307, O21 1.435, C37 1.456, H64 1.090
35 C 2.31659 0.95083 1.80911  F1 1.358, O14 1.410, C38 1.518, H71 1.090
36 C -2.01041 3.35606 -0.65283  F6 1.335, O18 1.412, C50 1.579, H54 1.090
37 C -2.76325 -0.72918 0.52930  O15 1.428, C34 1.456, H57 1.090, H69 1.090
38 C 3.18653 1.48356 0.68493  O17 1.392, C35 1.518, H63 1.090, H72 1.090
39 C -0.19257 1.07660 -0.48816  C49 1.519, H60 1.090, H70 1.090, H73 1.090
40 C -0.29338 -3.37627 0.66501  O16 1.405, C45 1.537, H59 1.090, H65 1.090
41 C 3.28603 -1.89958 0.18761  O11 1.420, C52 1.584, H62 1.090, H77 1.090
42 C -1.36780 0.66697 2.48952  O23 1.354, C47 1.499, H67 1.090, H74 1.090
43 C 1.43507 -0.14522 -2.80512  F7 1.269, O8 1.388, C53 1.501, H56 1.090
44 C 1.46583 2.87948 1.02018  O14 1.384, O17 1.358, O20 1.214
45 C 0.52961 -2.68621 1.76431  F2 1.279, O28 1.406, C40 1.537, H61 1.090
46 C -1.77647 3.94582 -2.80064  O18 1.315, O19 1.238, O25 1.374
47 C -2.56146 1.37077 1.91801  F4 1.356, O22 1.365, C42 1.499, H58 1.090
48 C -1.49569 2.65189 3.45710  O9 1.214, O22 1.391, O23 1.381
49 C 0.57244 -0.14462 -0.00822  O24 1.251, O27 1.253, C39 1.519
50 C -1.02521 4.58850 -0.71360  O25 1.396, C36 1.579, H68 1.090, H76 1.090
51 C 3.13330 -4.19746 0.02015  O11 1.368, O13 1.218, O29 1.335
52 C 2.06347 -2.32647 -0.72426  F5 1.352, O29 1.408, C41 1.584, H66 1.090
53 C 0.51713 -1.33108 -2.74627  O10 1.387, C43 1.501, H55 1.090, H75 1.090
54 H -1.48057 2.62769 -0.03896  C36 1.090
55 H 0.82181 -2.16832 -3.37420  C53 1.090
56 H 2.02294 0.18108 -1.94718  C43 1.090
57 H -3.50567 -1.15938 1.20149  C37 1.090
58 H -2.74720 1.26937 0.84875  C47 1.090
59 H -1.35635 -3.13599 0.64385  C40 1.090
60 H -0.65828 0.90841 -1.45920  C39 1.090
61 H 0.96302 -1.77004 1.36320  C45 1.090
62 H 2.96888 -1.49937 1.15059  C41 1.090
63 H 3.43722 0.59179 0.11048  C38 1.090
64 H -1.39708 -2.26346 -0.15830  C34 1.090
65 H 0.01257 -3.13725 -0.35350  C40 1.090
66 H 1.12278 -1.85267 -0.44374  C52 1.090
67 H -1.61184 -0.39513 2.51167  C42 1.090
68 H -1.38698 5.36239 -0.03661  C50 1.090
69 H -1.93011 -0.30682 1.09108  C37 1.090
70 H -0.98065 1.33937 0.21752  C39 1.090
71 H 1.57561 0.18119 1.59302  C35 1.090
72 H 4.00109 2.05471 1.13031  C38 1.090
73 H 0.42588 1.97415 -0.49192  C39 1.090
74 H -0.55145 0.76719 1.77424  C42 1.090
75 H 0.45459 -1.61331 -1.69530  C53 1.090
76 H 0.00723 4.38459 -0.42972  C50 1.090
77 H 3.79633 -1.16807 -0.43893  C41 1.090

As for the total charge: -1. For the orbital gap, the calculation gives 8.7 eV. Its multiplicity is 1.

List of relative energies, unit eV: model 1 0.000; model 2 16.749